[1]
Computed, not measured: an isolated molecule of C3H6N2 in a non-equilibrium geometry, with the ωB97M-V functional and the def2-TZVPD basis.

XYZ file:
```
11
C3H6N2, DFT the ωB97M-V functional and the def2-TZVPD basis
C 0.26 0.07 0.00
C -1.00 0.40 -0.54
C -1.90 -0.49 -1.00
H 2.20 -0.69 0.96
H 2.86 0.85 1.43
H 0.48 -1.03 0.10
H -1.18 1.42 -0.58
H -2.93 -0.15 -1.20
H -1.83 -1.57 -1.04
N 2.00 0.28 1.34
N 1.03 0.92 0.52
```

## Properties
SMILES: C=C/C=N/N
HOMO-LUMO gap, eV: 9.37
Energy above the lowest of the compared OMol25 structures with the same formula, charge and spin, eV: 2.242
LUMO level, eV: 0.793
Energy, Eh: -227.34243

Atomic partial charges in e from the Löwdin method, atoms 1 to 8: -0.26 -0.17 0.02 0.08 0.08 0.13 0.08 0.06

[2]
Computed, not measured: a cluster of 5 separate species, C23H51F3O7P in total, with the ωB97M-V functional and the def2-TZVPD basis.

XYZ file:
```
85
C23H51F3O7P, DFT the ωB97M-V functional and the def2-TZVPD basis
C -0.36 1.84 -3.29
C 0.94 2.45 -2.80
F 0.92 3.83 -3.01
C 1.28 2.16 -1.35
P 0.25 2.98 -0.13
O -1.28 2.97 -0.53
C 0.73 4.70 0.21
C 1.63 5.38 -0.80
O 1.36 6.38 -1.36
F 2.80 4.76 -0.94
C 0.33 2.04 1.41
C 1.77 1.88 1.81
O 2.66 2.61 1.49
F 1.94 0.85 2.63
H -0.28 0.75 -3.36
H -1.22 2.11 -2.69
H -0.54 2.19 -4.30
H 1.75 2.03 -3.40
H 1.28 1.09 -1.14
H 2.28 2.52 -1.14
H -1.69 3.84 -0.58
H 1.24 4.69 1.18
H -0.17 5.30 0.31
H -0.16 2.62 2.19
H -0.16 1.08 1.31
C -4.26 -1.37 0.05
C -4.13 0.01 -0.57
O -3.26 0.06 -1.69
C -3.62 -0.76 -2.79
C -4.97 -0.44 -3.39
H -3.29 -1.76 0.34
H -4.90 -1.33 0.93
H -4.70 -2.09 -0.64
H -3.69 0.69 0.16
H -5.11 0.41 -0.83
H -3.56 -1.82 -2.52
H -2.84 -0.58 -3.54
H -5.79 -0.61 -2.68
H -5.15 -1.06 -4.26
H -5.02 0.61 -3.70
C 0.18 -5.09 0.73
C -1.07 -4.24 0.92
O -2.28 -4.93 0.71
C -2.52 -6.03 1.57
C -2.57 -5.67 3.04
H 0.19 -5.53 -0.27
H 1.07 -4.48 0.85
H 0.23 -5.90 1.46
H -1.07 -3.43 0.18
H -1.06 -3.76 1.90
H -1.78 -6.82 1.39
H -3.48 -6.43 1.25
H -1.62 -5.29 3.41
H -2.82 -6.56 3.63
H -3.34 -4.92 3.22
C 5.89 -1.68 -4.92
C 4.65 -0.86 -5.19
O 4.23 -0.05 -4.10
C 5.16 0.91 -3.65
C 5.57 1.92 -4.71
H 5.75 -2.32 -4.05
H 6.12 -2.30 -5.78
H 6.77 -1.05 -4.73
H 3.81 -1.52 -5.39
H 4.78 -0.24 -6.09
H 6.05 0.42 -3.22
H 4.67 1.43 -2.83
H 6.08 1.45 -5.55
H 6.25 2.66 -4.27
H 4.70 2.44 -5.10
C -2.25 1.45 6.98
C -2.03 0.72 5.67
O -1.12 1.37 4.79
C 0.20 1.56 5.28
C 0.94 0.28 5.62
H -2.60 2.46 6.80
H -2.99 0.92 7.58
H -1.33 1.51 7.57
H -2.96 0.67 5.12
H -1.71 -0.31 5.85
H 0.20 2.25 6.12
H 0.72 2.07 4.46
H 0.47 -0.26 6.45
H 1.96 0.52 5.92
H 0.97 -0.39 4.76
```

## Properties
Charge: +1
HOMO-LUMO gap, eV: 8.47
Energy above the lowest of the compared OMol25 structures with the same formula, charge and spin, eV: 0.000
LUMO level, eV: -2.974
Energy, Eh: -2074.32403

Atomic partial charges in e from the Löwdin method, atoms 1 to 8: -0.02 -0.38 0.00 -0.16 0.95 -0.11 -0.10 -0.52

[3]
Computed, not measured: a cluster of 5 separate species, C28H61IN5O9 in total in a non-equilibrium geometry, with the ωB97M-V functional and the def2-TZVPD basis.

XYZ file:
```
104
C28H61IN5O9, DFT the ωB97M-V functional and the def2-TZVPD basis
C 2.61 -4.48 2.93
C 2.29 -4.92 1.40
C 0.71 -4.74 1.13
C 0.21 -3.21 1.27
C 1.20 -2.09 0.79
C 0.79 -0.59 0.88
C 1.71 0.62 0.41
O 2.13 0.69 -0.77
O 2.05 1.59 1.41
C -0.65 -0.30 1.44
C -1.26 1.20 1.56
O -2.28 1.34 0.49
O -1.90 0.59 -0.58
C -1.53 -1.49 1.88
I -3.54 -1.08 2.65
N -1.10 -2.90 1.81
O -1.98 -3.81 2.27
C -2.58 -4.61 1.19
C -4.11 -4.20 0.85
H 1.69 -4.68 3.59
H 2.79 -3.35 2.94
H 3.50 -5.05 3.38
H 2.52 -6.05 1.34
H 2.95 -4.37 0.63
H 0.55 -5.02 0.01
H 0.06 -5.48 1.72
H 2.25 -2.39 0.40
H 1.63 1.32 2.27
H -1.72 1.39 2.59
H -0.47 2.01 1.33
H -2.52 -0.19 -0.62
H -1.90 -4.66 0.27
H -2.64 -5.69 1.60
H -4.68 -3.83 1.78
H -4.09 -3.45 0.00
H -4.65 -5.17 0.52
C 3.22 3.45 -1.21
C 3.21 4.90 -1.69
C 3.93 5.11 -3.04
O 5.35 5.11 -2.94
C 5.94 3.82 -2.91
N 3.76 5.76 -0.64
H 4.19 3.16 -0.79
H 2.48 3.30 -0.42
H 2.98 2.76 -2.02
H 2.16 5.17 -1.84
H 3.66 6.10 -3.41
H 3.60 4.39 -3.79
H 5.39 3.10 -3.52
H 6.01 3.47 -1.87
H 6.96 3.90 -3.29
H 3.65 6.73 -0.92
H 4.77 5.62 -0.63
C -2.55 -6.59 6.29
C -1.84 -5.69 5.28
C -0.38 -6.11 5.00
O 0.54 -5.75 6.03
C 0.57 -6.64 7.13
N -1.93 -4.30 5.73
H -2.24 -6.39 7.32
H -3.63 -6.43 6.24
H -2.36 -7.65 6.08
H -2.39 -5.78 4.33
H -0.04 -5.57 4.11
H -0.30 -7.18 4.77
H 0.41 -7.68 6.82
H -0.16 -6.34 7.88
H 1.56 -6.57 7.59
H -1.54 -3.70 5.01
H -1.27 -4.19 6.51
C -9.21 1.00 0.06
C -7.72 0.72 -0.07
C -7.40 -0.68 -0.63
O -7.56 -1.74 0.31
C -8.90 -2.19 0.47
N -7.08 0.94 1.24
H -9.66 0.50 0.92
H -9.39 2.07 0.20
H -9.75 0.69 -0.83
H -7.31 1.45 -0.77
H -6.34 -0.70 -0.91
H -7.96 -0.89 -1.55
H -9.46 -2.14 -0.47
H -9.40 -1.61 1.25
H -8.87 -3.23 0.80
H -6.07 0.85 1.12
H -7.33 0.14 1.83
C 4.23 6.42 -6.60
C 4.94 7.32 -7.61
C 6.40 6.90 -7.88
O 7.31 7.27 -6.85
C 7.34 6.37 -5.75
N 4.85 8.71 -7.15
H 4.54 6.62 -5.57
H 3.15 6.57 -6.65
H 4.42 5.36 -6.81
H 4.39 7.23 -8.56
H 6.74 7.44 -8.78
H 6.48 5.84 -8.12
H 7.18 5.34 -6.06
H 6.60 6.67 -5.01
H 8.32 6.45 -5.28
H 5.23 9.31 -7.88
H 5.50 8.82 -6.38
```

## Properties
Charge: +1
HOMO-LUMO gap, eV: 5.15
LUMO level, eV: -4.972
Energy, Eh: -2351.40369

Atomic partial charges in e from the Löwdin method, atoms 1 to 8: -0.10 -0.23 -0.14 -0.02 0.12 0.04 -0.35 0.11

[4]
Computed, not measured: a structure of composition C28H35N7 in a non-equilibrium geometry, with the ωB97M-V functional and the def2-TZVPD basis.

XYZ file:
```
70
C28H35N7, DFT the ωB97M-V functional and the def2-TZVPD basis
N 0.64 2.82 3.56
C 0.85 2.17 2.39
C 1.16 2.93 1.34
C 1.17 4.26 1.83
C 0.81 4.11 3.18
H 0.38 2.51 4.48
H 0.62 1.11 2.44
H 1.39 2.67 0.32
H 1.29 5.23 1.37
H 0.75 4.82 3.99
N -3.05 -2.00 1.99
C -1.76 -2.30 1.93
C -1.43 -2.67 3.14
C -2.40 -2.34 4.05
C -3.47 -1.92 3.29
H -3.60 -1.74 1.19
H -1.28 -2.49 0.98
H -0.50 -2.99 3.58
H -2.28 -2.40 5.12
H -4.46 -1.56 3.53
N 3.95 2.95 0.38
C 3.32 1.80 0.85
C 2.95 1.02 -0.23
C 3.31 1.74 -1.37
C 4.02 2.87 -0.97
H 4.29 3.72 0.94
H 3.29 1.60 1.91
H 2.48 0.05 -0.15
H 3.03 1.51 -2.39
H 4.43 3.71 -1.50
N -0.87 0.17 0.63
C -1.25 -0.85 -0.15
C -0.17 -1.15 -1.04
C 0.80 -0.20 -0.85
C 0.28 0.62 0.14
H -1.43 0.63 1.33
H -2.21 -1.35 -0.08
H -0.18 -1.89 -1.82
H 1.81 -0.15 -1.24
H 0.73 1.54 0.50
N -0.21 -5.93 -2.17
C -0.67 -4.75 -1.63
C 0.34 -3.80 -1.61
C 1.33 -4.39 -2.32
C 1.04 -5.77 -2.62
H -0.78 -6.75 -2.29
H -1.72 -4.76 -1.39
H 0.31 -2.84 -1.11
H 2.13 -3.76 -2.67
H 1.56 -6.50 -3.22
N 1.20 5.22 -1.63
C 0.05 4.66 -2.04
C 0.08 3.30 -1.53
C 1.20 3.15 -0.84
C 1.88 4.38 -0.84
H 1.65 6.08 -1.90
H -0.56 5.33 -2.64
H -0.72 2.57 -1.59
H 1.45 2.29 -0.25
H 2.79 4.71 -0.37
N -2.73 -1.45 -2.29
C -2.24 -2.67 -2.01
C -2.80 -3.14 -0.92
C -3.62 -2.20 -0.42
C -3.63 -1.12 -1.28
H -2.38 -0.82 -3.00
H -1.49 -3.05 -2.70
H -2.62 -4.08 -0.41
H -4.17 -2.30 0.50
H -4.11 -0.16 -1.37
```

## Properties
HOMO-LUMO gap, eV: 7.44
Energy above the lowest of the compared OMol25 structures with the same formula, charge and spin, eV: 18.564
LUMO level, eV: 0.624
Energy, Eh: -1470.49908

Atomic partial charges in e from the Löwdin method, atoms 1 to 8: 0.05 -0.18 -0.22 -0.03 -0.14 0.15 0.12 -0.12

Which of these has the highest LUMO level?
C3H6N2